{"formula": "C3H4N2", "method": "ωB97M-V with the def2-TZVPD basis set", "orbital_gap_ev": [7.970, 7.968], "charge": 0, "mol_weight_da": 68.08, "lumo_ev": [-1.6, -1.6], "e_tot_ha": -225.97395, "relative_energy_kj_mol": 659.6, "spin_multiplicity": 1, "symbols": ["N", "C", "C", "N", "C", "H", "H", "H", "H"], "xyz": [[-0.62711, 0.55821, 0.94418], [0.60948, 0.75279, 0.37837], [1.04192, -0.64395, 0.13285], [0.03741, -1.47886, 0.15968], [-0.98387, -0.57502, 0.22574], [-1.27309, 1.34066, 0.94608], [-0.15302, 0.76554, -1.40770], [2.05444, -0.93572, -0.12992], [-0.76721, 0.29901, -1.43024]], "forces_ev_per_a": [[0.020, 0.121, 0.000], [0.056, -0.124, 0.424], [0.086, -0.160, 0.060], [0.125, 0.237, 0.133], [-0.114, -0.239, 0.294], [0.110, -0.144, 0.086], [-0.197, 0.010, -0.487], [-0.166, 0.062, -0.022], [0.080, 0.238, -0.489]]}

=====

{"formula": "C24H19BrIrN2S4", "method": "ωB97M-V with the def2-TZVPD basis set", "orbital_gap_ev": 7.151, "charge": 1, "mol_weight_da": 735.82, "lumo_ev": -3.0, "e_tot_ha": -5306.51387, "relative_energy_kj_mol": 0.0, "spin_multiplicity": 1, "symbols": ["Ir", "S", "C", "C", "C", "C", "C", "C", "S", "C", "C", "C", "C", "C", "C", "C", "S", "C", "C", "C", "C", "C", "C", "S", "N", "H", "H", "H", "H", "H", "H", "H", "H", "H", "H", "H", "H", "H", "H", "H", "Br", "C", "C", "C", "N", "C", "C", "H", "H", "H", "H"], "xyz": [[0.19208, 0.00294, -0.42265], [-0.81299, 1.82651, 0.68827], [-0.72066, 1.33877, 2.37209], [-1.29962, 2.15039, 3.35481], [-1.27716, 1.77764, 4.68450], [-0.68397, 0.58250, 5.08683], [-0.09988, -0.23031, 4.13633], [-0.11039, 0.16149, 2.79884], [0.72876, -0.87663, 1.62624], [2.44081, -0.21378, 1.74814], [2.95780, 0.37838, 0.46821], [4.31673, 0.48615, 0.22575], [4.74701, 1.07838, -0.94680], [3.81316, 1.57851, -1.84097], [2.47177, 1.44830, -1.54672], [1.39344, 2.02640, -2.41024], [-0.11102, 1.00115, -2.48058], [0.20757, -0.28691, -3.65476], [-0.18868, -0.06804, -4.97218], [-0.00308, -1.06200, -5.91389], [0.56681, -2.26945, -5.51913], [0.94143, -2.48749, -4.20559], [0.76260, -1.49722, -3.23586], [1.24406, -1.80503, -1.57406], [2.06075, 0.83441, -0.41881], [-1.77640, 3.07485, 3.05585], [-1.73730, 2.42249, 5.42159], [-0.68589, 0.29047, 6.12741], [0.36259, -1.16830, 4.41897], [3.09876, -1.00357, 2.10501], [2.39344, 0.56316, 2.51266], [5.02142, 0.09707, 0.94696], [5.80395, 1.15193, -1.16382], [4.11767, 2.06026, -2.75904], [1.73577, 2.26603, -3.41418], [1.02996, 2.94496, -1.93992], [-0.64049, 0.87722, -5.24746], [-0.30818, -0.90567, -6.93886], [0.70831, -3.05850, -6.24611], [1.37106, -3.43641, -3.91179], [-5.36434, -3.25185, -2.17710], [-3.88738, -2.32946, -1.48870], [-2.82551, -3.02349, -0.93740], [-1.73574, -2.30885, -0.48628], [-1.66712, -0.96803, -0.54634], [-2.73175, -0.30634, -1.03686], [-3.85267, -0.94526, -1.51971], [-2.83011, -4.10103, -0.86747], [-0.88349, -2.81655, -0.06041], [-2.66936, 0.77263, -1.00572], [-4.67745, -0.36884, -1.91155]], "forces_ev_per_a": [[-0.234, -0.050, 0.139], [0.051, 0.186, 0.122], [-0.028, -0.028, 0.010], [-0.006, -0.008, -0.020], [0.009, -0.008, 0.015], [-0.011, 0.014, -0.002], [-0.004, 0.004, -0.010], [-0.007, -0.003, -0.006], [0.142, -0.058, 0.227], [-0.015, 0.003, -0.007], [-0.096, 0.074, 0.001], [-0.006, 0.058, 0.044], [0.021, 0.008, -0.006], [0.001, 0.067, 0.039], [-0.068, 0.011, 0.109], [-0.032, 0.043, 0.017], [-0.079, 0.056, -0.157], [0.042, -0.033, 0.026], [0.058, -0.004, -0.040], [0.009, 0.018, 0.022], [0.002, -0.005, 0.012], [0.022, -0.015, -0.024], [0.039, 0.115, 0.016], [-0.081, -0.114, -0.040], [0.207, -0.205, -0.227], [-0.002, -0.002, -0.002], [-0.003, -0.002, 0.000], [0.004, 0.000, 0.000], [0.001, 0.001, -0.001], [-0.025, -0.031, -0.024], [0.038, 0.000, 0.006], [0.004, 0.000, -0.001], [-0.001, 0.001, -0.002], [0.004, -0.003, -0.002], [-0.011, -0.073, -0.023], [0.047, 0.031, -0.032], [-0.017, -0.005, 0.003], [0.001, -0.001, 0.000], [0.003, 0.002, 0.001], [-0.004, -0.001, 0.001], [-0.015, -0.006, 0.009], [-0.070, -0.024, -0.025], [0.033, -0.024, 0.074], [0.002, 0.115, 0.189], [-0.056, -0.169, -0.534], [0.093, 0.032, 0.244], [-0.019, 0.045, 0.052], [0.001, 0.001, -0.001], [0.041, -0.004, -0.094], [0.008, -0.012, -0.091], [0.006, 0.003, -0.007]]}

=====

{"formula": "C37H49BClIrN8S4", "method": "ωB97M-V with the def2-TZVPD basis set", "orbital_gap_ev": [6.761, 4.759], "s_squared": 0.756, "charge": 1, "mol_weight_da": 972.61, "lumo_ev": [-2.4, -4.4], "e_tot_ha": -4059.49966, "relative_energy_kj_mol": 125.0, "spin_multiplicity": 2, "symbols": ["Ir", "C", "C", "C", "C", "N", "C", "C", "N", "B", "N", "C", "C", "N", "C", "S", "C", "C", "C", "C", "N", "C", "C", "N", "C", "S", "C", "C", "C", "C", "C", "S", "H", "H", "H", "H", "H", "H", "H", "H", "H", "H", "H", "H", "H", "H", "H", "H", "H", "H", "H", "H", "H", "H", "H", "H", "H", "H", "H", "H", "H", "H", "H", "H", "H", "H", "S", "C", "C", "C", "C", "C", "C", "C", "C", "C", "N", "H", "H", "H", "H", "H", "H", "C", "C", "C", "C", "N", "C", "C", "H", "H", "H", "H", "H", "H", "H", "Cl", "C", "H", "H"], "xyz": [[-0.47660, 1.09984, -0.59211], [-1.80109, -2.87329, -2.02728], [-0.38988, -3.39904, -2.24444], [-0.39674, -4.90511, -1.96502], [0.06130, -3.11873, -3.67376], [0.61992, -2.78990, -1.30831], [1.91776, -3.27005, -1.30741], [2.53923, -2.75974, -0.22483], [1.64477, -1.95929, 0.43791], [1.85575, -1.57675, 1.95264], [2.22334, -0.09096, 2.20659], [2.72801, 0.19967, 3.45277], [3.21220, 1.45108, 3.42888], [2.98838, 1.95804, 2.16038], [2.38987, 0.98634, 1.42082], [2.01222, 1.08577, -0.27892], [3.50144, 3.29697, 1.71497], [2.34463, 4.17683, 1.25475], [4.18148, 3.99435, 2.89275], [4.53846, 3.08971, 0.61265], [0.62468, -2.12740, 2.70731], [0.38134, -3.48819, 2.58058], [-0.76785, -3.77047, 3.21080], [-1.24824, -2.58917, 3.75233], [-0.37740, -1.57352, 3.45054], [-0.51873, 0.04592, 3.90534], [-2.55781, -2.46236, 4.46301], [-3.21917, -3.83786, 4.53246], [-2.33448, -1.96804, 5.89153], [-3.46774, -1.52758, 3.66613], [0.49878, -1.95855, -0.24846], [-0.86613, -0.95197, 0.21778], [-2.44973, -3.39867, -2.72905], [-1.88707, -1.80684, -2.21939], [-2.15987, -3.07875, -1.02001], [-1.15208, -5.37749, -2.59252], [-0.64622, -5.10042, -0.92115], [0.56028, -5.37451, -2.18888], [-0.64312, -3.57909, -4.36657], [1.04825, -3.53477, -3.87703], [0.08880, -2.04851, -3.86912], [2.27664, -3.95106, -2.05567], [3.53292, -2.92116, 0.15183], [2.82197, -2.21523, 2.28678], [2.68082, -0.51119, 4.25694], [3.66661, 2.02055, 4.21333], [1.62813, 4.32491, 2.06414], [1.83326, 3.73946, 0.40449], [2.73463, 5.15202, 0.96068], [3.49207, 4.17082, 3.71882], [4.53069, 4.96466, 2.54261], [5.04961, 3.44291, 3.25312], [4.10143, 2.64166, -0.27735], [5.34651, 2.44892, 0.96889], [4.96502, 4.05592, 0.34183], [1.06536, -4.14592, 2.07218], [-1.26096, -4.71398, 3.33659], [-2.62195, -4.55163, 5.10181], [-3.42540, -4.24592, 3.54177], [-4.17249, -3.72307, 5.04607], [-1.65159, -2.63622, 6.41937], [-3.28942, -1.96961, 6.41875], [-1.92443, -0.96313, 5.90739], [-3.63234, -1.93118, 2.66376], [-3.04099, -0.53085, 3.58180], [-4.43331, -1.45469, 4.16820], [-4.54387, 2.69387, -1.57692], [-4.79528, 1.16945, -0.85088], [-3.62944, 0.54537, -0.50966], [-2.48156, 1.31515, -0.84091], [-2.84325, 2.49791, -1.43796], [-1.81801, 3.43662, -1.80203], [-2.01481, 4.68423, -2.39307], [-0.92325, 5.45117, -2.73314], [0.35956, 4.96146, -2.49788], [0.49243, 3.72984, -1.90096], [-0.56561, 2.99191, -1.53650], [-5.80113, 0.80846, -0.70430], [-3.60898, -0.41926, -0.02204], [-3.02281, 5.02976, -2.57672], [-1.06237, 6.42292, -3.18792], [1.24003, 5.52617, -2.76695], [1.46014, 3.29499, -1.69146], [0.33155, 0.24210, -7.01570], [0.16294, 0.30637, -5.52856], [1.25045, 0.33082, -4.66422], [1.04865, 0.41524, -3.29921], [-0.16761, 0.47864, -2.74478], [-1.22440, 0.43961, -3.57290], [-1.09979, 0.35178, -4.94362], [1.35418, -0.00723, -7.29115], [0.08567, 1.20731, -7.46213], [-0.33985, -0.49756, -7.45151], [2.26238, 0.28539, -5.04481], [1.89351, 0.42402, -2.62373], [-2.19893, 0.49909, -3.10805], [-1.99416, 0.32565, -5.55281], [-2.01605, 3.04444, 1.63927], [-0.54767, 2.12990, 1.18559], [-0.36405, 1.43124, 2.00400], [0.24761, 2.86860, 1.15682]], "forces_ev_per_a": [[0.109, -0.044, 0.036], [0.024, 0.034, -0.006], [-0.015, -0.031, 0.025], [-0.014, -0.011, 0.001], [-0.007, -0.001, -0.012], [0.029, 0.056, -0.019], [0.010, -0.005, 0.008], [-0.002, -0.006, -0.007], [0.032, -0.003, -0.015], [-0.011, 0.045, -0.092], [0.031, -0.021, 0.028], [-0.013, -0.010, -0.009], [-0.110, 0.061, 0.006], [0.109, -0.063, 0.050], [-0.130, 0.028, 0.005], [-0.108, 0.024, -0.037], [0.028, 0.001, -0.027], [0.045, 0.020, 0.018], [-0.012, -0.025, -0.007], [0.020, 0.024, -0.037], [0.059, 0.005, 0.144], [0.021, -0.009, 0.017], [-0.010, -0.003, -0.005], [0.017, 0.026, 0.007], [-0.056, -0.032, -0.089], [0.058, 0.000, 0.029], [-0.005, -0.002, 0.001], [0.008, 0.002, -0.003], [0.015, -0.009, -0.006], [-0.027, 0.009, 0.002], [-0.032, -0.008, -0.010], [-0.033, 0.005, 0.069], [0.003, 0.007, -0.005], [0.005, 0.036, 0.002], [-0.009, -0.006, 0.005], [-0.001, -0.003, 0.001], [0.002, 0.006, 0.001], [0.002, 0.009, 0.006], [0.001, -0.004, 0.000], [-0.007, 0.006, -0.015], [-0.010, 0.016, -0.005], [-0.001, 0.002, 0.007], [0.005, 0.009, -0.009], [-0.019, -0.033, -0.022], [0.007, -0.009, 0.009], [0.002, 0.017, 0.009], [0.006, 0.013, 0.000], [0.013, 0.015, -0.057], [0.005, -0.004, -0.004], [-0.002, -0.006, 0.000], [-0.001, -0.002, -0.001], [0.006, -0.008, 0.003], [0.026, 0.027, 0.042], [0.003, -0.002, 0.001], [0.012, 0.008, -0.004], [0.008, 0.013, -0.002], [-0.003, -0.003, 0.006], [0.001, 0.000, -0.001], [0.000, -0.001, -0.001], [0.001, 0.001, 0.000], [-0.007, -0.006, 0.001], [0.004, 0.012, -0.002], [0.009, 0.016, -0.004], [-0.001, -0.005, -0.003], [-0.014, -0.021, 0.001], [-0.004, -0.005, 0.001], [-0.009, 0.006, 0.002], [0.008, -0.005, 0.002], [-0.014, 0.004, 0.003], [0.004, 0.016, -0.011], [-0.005, 0.007, 0.009], [0.001, 0.000, 0.009], [-0.004, -0.005, -0.003], [0.005, 0.003, -0.005], [0.000, 0.003, -0.006], [-0.010, -0.009, -0.004], [0.005, 0.024, -0.014], [-0.001, 0.002, -0.001], [0.007, 0.000, 0.002], [0.000, 0.001, 0.000], [0.000, 0.000, 0.000], [0.000, 0.000, 0.001], [0.027, 0.009, 0.024], [0.001, 0.000, -0.001], [0.007, -0.007, -0.005], [-0.002, 0.007, 0.002], [-0.002, -0.040, 0.000], [0.001, -0.025, -0.060], [0.014, 0.009, 0.001], [-0.003, -0.009, -0.003], [0.001, 0.000, 0.000], [0.001, 0.000, 0.000], [0.000, 0.001, 0.000], [0.002, 0.000, -0.001], [0.008, -0.002, 0.028], [0.001, -0.019, 0.001], [0.000, -0.001, 0.001], [-0.002, 0.013, 0.012], [0.015, -0.036, 0.013], [-0.007, -0.023, -0.026], [-0.120, -0.077, 0.003]]}

=====

{"formula": "C27H26BeClN5O5", "method": "ωB97M-V with the def2-TZVPD basis set", "orbital_gap_ev": 8.113, "charge": 0, "mol_weight_da": 545.00, "lumo_ev": 0.1, "e_tot_ha": -2169.44135, "spin_multiplicity": 1, "symbols": ["Be", "C", "O", "C", "C", "C", "C", "C", "C", "N", "C", "N", "C", "C", "C", "C", "C", "C", "O", "C", "N", "C", "C", "C", "C", "C", "C", "O", "C", "H", "H", "H", "H", "H", "H", "H", "H", "H", "H", "H", "H", "H", "H", "H", "H", "H", "H", "H", "H", "H", "H", "O", "N", "O", "Cl", "C", "C", "C", "C", "N", "C", "H", "H", "H", "H"], "xyz": [[-0.04937, 0.37245, 0.16542], [4.01848, 3.37231, 4.57350], [2.78450, 2.68192, 4.44553], [2.54467, 1.64575, 5.29493], [3.38528, 1.28357, 6.34035], [3.05306, 0.20993, 7.15742], [1.89516, -0.51346, 6.93448], [1.06724, -0.16466, 5.87628], [1.37801, 0.90752, 5.05547], [0.47964, 1.26386, 4.00689], [0.69814, 0.92978, 2.69247], [1.98174, 0.88853, 2.31731], [2.51140, 0.54460, 1.05168], [1.69379, 0.27207, -0.03611], [2.36780, -0.05996, -1.21866], [3.75210, -0.09369, -1.31280], [4.53336, 0.19812, -0.19821], [3.90677, 0.51143, 0.98862], [4.63477, 0.81578, 2.13374], [4.94933, -0.34240, 2.90371], [-0.30053, 0.70403, 1.86130], [-1.60664, 0.66584, 2.43689], [-2.51668, 1.68369, 2.18044], [-3.80124, 1.63376, 2.69498], [-4.18845, 0.56238, 3.48723], [-3.28599, -0.45196, 3.76438], [-2.00066, -0.40479, 3.24426], [-1.10052, -1.38109, 3.60155], [-0.86708, -2.37093, 2.59148], [4.01960, 4.12533, 3.79116], [4.86169, 2.69512, 4.42200], [4.09810, 3.85883, 5.54775], [4.29231, 1.83860, 6.52904], [3.71328, -0.05627, 7.97240], [1.63980, -1.35186, 7.56768], [0.17089, -0.73223, 5.65493], [-0.49363, 1.20156, 4.26742], [2.65362, 1.28228, 2.95890], [1.78488, -0.30381, -2.10156], [4.23223, -0.34725, -2.25001], [5.61525, 0.18501, -0.24346], [5.54237, -1.04701, 2.31698], [4.03818, -0.84234, 3.24800], [5.52632, -0.00816, 3.76427], [-2.20666, 2.50940, 1.55244], [-4.50010, 2.42959, 2.47458], [-5.19134, 0.51573, 3.89046], [-3.55717, -1.29455, 4.38744], [-0.20667, -3.11027, 3.03843], [-0.39308, -1.93747, 1.71136], [-1.80770, -2.84340, 2.30085], [-2.75594, -0.32888, -0.11624], [-2.03998, -1.21393, -0.52264], [-0.76611, -0.94577, -0.49408], [-2.90906, 2.97138, -3.71577], [-1.78796, 3.03866, -2.40300], [-1.22354, 4.23905, -2.01713], [-0.32498, 4.22982, -0.96158], [-0.03496, 3.03051, -0.34260], [-0.59914, 1.87858, -0.71552], [-1.45767, 1.87259, -1.73140], [-1.47985, 5.15344, -2.53432], [0.14974, 5.14126, -0.62780], [0.67243, 2.96630, 0.47436], [-1.89212, 0.92407, -2.00810]], "forces_ev_per_a": [[0.016, 0.027, -0.034], [0.003, -0.005, -0.002], [-0.004, 0.000, -0.004], [-0.012, -0.006, 0.005], [-0.012, 0.003, -0.012], [0.005, 0.004, -0.002], [-0.002, 0.002, 0.002], [-0.008, -0.010, 0.004], [0.041, -0.027, 0.037], [-0.030, 0.037, -0.001], [-0.047, -0.056, -0.062], [0.026, 0.027, -0.023], [-0.017, -0.009, 0.001], [0.002, 0.007, 0.003], [0.025, 0.004, -0.005], [-0.021, -0.001, 0.004], [0.010, 0.002, -0.018], [-0.022, -0.034, 0.022], [0.030, 0.012, -0.008], [-0.026, -0.001, -0.004], [0.047, 0.017, 0.061], [0.005, -0.002, -0.027], [0.002, -0.007, -0.016], [-0.006, -0.007, 0.011], [-0.003, 0.008, -0.003], [0.013, 0.003, -0.010], [-0.008, -0.015, 0.007], [-0.005, 0.004, -0.011], [0.017, 0.007, 0.011], [0.002, -0.001, -0.001], [0.005, -0.001, 0.000], [-0.002, 0.002, 0.003], [0.001, 0.002, 0.002], [0.002, 0.000, 0.001], [0.000, -0.001, 0.001], [0.014, 0.000, 0.008], [0.003, 0.014, 0.000], [-0.017, 0.021, 0.009], [-0.003, -0.001, -0.002], [0.000, 0.003, -0.002], [0.001, 0.003, 0.014], [0.007, -0.002, -0.005], [0.011, -0.003, 0.001], [-0.005, 0.001, 0.004], [0.001, -0.004, 0.006], [-0.003, 0.001, 0.000], [-0.001, 0.002, 0.000], [-0.001, -0.002, 0.000], [-0.005, -0.004, 0.004], [-0.010, -0.004, 0.003], [-0.003, -0.004, -0.007], [0.011, 0.016, 0.012], [0.007, -0.025, -0.024], [-0.037, 0.029, 0.040], [0.008, 0.001, 0.006], [-0.014, -0.012, -0.021], [0.003, 0.019, 0.006], [0.001, 0.005, 0.000], [-0.010, -0.027, -0.009], [-0.006, -0.008, 0.006], [0.027, 0.013, 0.011], [0.000, 0.000, -0.001], [0.001, -0.001, 0.002], [-0.001, 0.005, 0.002], [-0.007, -0.015, 0.007]]}

=====

What is the formula in the fourth record? C27H26BeClN5O5